{
  "formula": "C39H76Br6O25S7",
  "method": "ωB97M-V with the def2-TZVPD basis set",
  "species": ["Br", "C", "C", "Br", "H", "H", "H", "H", "Br", "C", "C", "Br", "H", "H", "H", "H", "Br", "C", "C", "Br", "H", "H", "H", "H", "O", "S", "O", "O", "C", "C", "C", "H", "H", "H", "H", "H", "H", "H", "H", "O", "S", "O", "O", "C", "C", "C", "H", "H", "H", "H", "H", "H", "H", "H", "O", "S", "O", "O", "C", "C", "C", "H", "H", "H", "H", "H", "H", "H", "H", "O", "S", "O", "O", "C", "C", "C", "H", "H", "H", "H", "H", "H", "H", "H", "O", "S", "O", "O", "C", "C", "C", "H", "H", "H", "H", "H", "H", "H", "H", "O", "S", "O", "O", "C", "C", "C", "H", "H", "H", "H", "H", "H", "H", "H", "O", "S", "O", "O", "C", "C", "C", "H", "H", "H", "H", "H", "H", "H", "H", "C", "C", "C", "O", "C", "C", "C", "O", "H", "H", "H", "H", "C", "C", "C", "O", "C", "C", "C", "O", "H", "H", "H", "H"],
  "positions_angstrom": [[0.255, -1.864, 4.861], [-0.622, -3.489, 4.189], [-1.960, -3.212, 3.563], [-3.219, -2.404, 4.848], [-0.667, -4.213, 4.998], [0.056, -3.915, 3.450], [-2.418, -4.154, 3.269], [-1.909, -2.562, 2.697], [-2.381, 5.385, -0.603], [-1.049, 5.507, 0.834], [-1.280, 4.349, 1.810], [0.160, 4.303, 3.137], [-1.197, 6.475, 1.296], [-0.078, 5.346, 0.379], [-1.150, 3.431, 1.247], [-2.232, 4.387, 2.325], [4.150, 6.051, -2.894], [2.412, 5.188, -3.080], [2.274, 4.030, -2.116], [2.510, 4.618, -0.232], [2.382, 4.767, -4.084], [1.608, 5.909, -2.959], [3.151, 3.403, -2.278], [1.374, 3.430, -2.150], [0.280, 1.485, -3.360], [-0.859, 2.353, -3.314], [-0.715, 3.776, -3.429], [-1.920, 1.846, -4.417], [-3.188, 2.511, -4.506], [-3.986, 1.890, -5.614], [-1.781, 1.999, -1.778], [-3.094, 3.591, -4.642], [-3.745, 2.379, -3.573], [-4.867, 2.482, -5.856], [-4.184, 0.844, -5.390], [-3.402, 1.920, -6.541], [-2.639, 2.657, -1.893], [-1.239, 2.250, -0.873], [-2.109, 0.968, -1.806], [5.501, 2.791, -4.085], [5.840, 1.463, -4.524], [5.899, 0.447, -3.492], [4.824, 1.025, -5.695], [3.534, 0.474, -5.338], [2.600, 1.633, -5.018], [7.388, 1.588, -5.491], [3.676, -0.296, -4.582], [3.117, -0.036, -6.205], [1.588, 1.295, -4.797], [2.545, 2.262, -5.908], [2.983, 2.271, -4.223], [7.255, 2.527, -6.017], [7.519, 0.679, -6.064], [8.088, 1.685, -4.663], [-0.470, -0.405, -0.469], [0.251, -0.593, 0.753], [0.142, -1.878, 1.417], [1.809, -0.210, 0.590], [2.125, 0.743, -0.453], [2.656, 0.002, -1.673], [-0.219, 0.725, 1.892], [2.828, 1.455, -0.017], [1.257, 1.366, -0.678], [3.057, 0.614, -2.480], [1.829, -0.599, -2.052], [3.474, -0.663, -1.389], [-1.287, 0.791, 2.083], [0.214, 1.621, 1.445], [0.340, 0.515, 2.804], [4.281, -2.076, 5.639], [5.273, -1.038, 5.455], [6.533, -1.328, 4.840], [4.530, 0.166, 4.677], [3.094, 0.217, 4.668], [2.761, 1.682, 4.515], [5.508, -0.225, 7.048], [2.640, -0.175, 5.585], [2.612, -0.431, 3.933], [3.150, 2.118, 3.592], [3.344, 2.231, 5.260], [1.696, 1.840, 4.682], [5.841, -0.948, 7.782], [4.534, 0.182, 7.320], [6.132, 0.648, 6.863], [-1.228, -5.671, 0.955], [-1.878, -5.884, -0.307], [-3.293, -6.028, -0.425], [-1.387, -4.833, -1.392], [-0.015, -4.411, -1.381], [0.207, -3.273, -2.343], [-1.154, -7.387, -0.997], [0.670, -5.209, -1.680], [0.256, -4.100, -0.371], [0.002, -3.601, -3.370], [1.274, -3.062, -2.419], [-0.452, -2.424, -2.181], [-1.355, -8.235, -0.351], [-0.109, -7.153, -1.179], [-1.629, -7.570, -1.960], [-0.634, 0.971, 5.760], [-1.938, 1.579, 5.712], [-2.561, 1.743, 4.429], [-2.985, 0.827, 6.691], [-2.487, -0.118, 7.653], [-3.686, -0.841, 8.218], [-1.890, 3.166, 6.523], [-2.024, 0.463, 8.461], [-1.678, -0.757, 7.301], [-4.143, -1.567, 7.542], [-4.438, -0.162, 8.613], [-3.392, -1.520, 9.025], [-2.906, 3.550, 6.497], [-1.224, 3.810, 5.947], [-1.473, 3.144, 7.527], [-5.309, -0.325, -2.426], [-5.133, -1.415, -1.479], [-6.002, -1.491, -0.340], [-5.257, -2.786, -2.328], [-5.597, -3.967, -1.595], [-5.544, -5.098, -2.629], [-3.374, -1.541, -1.012], [-6.562, -3.907, -1.095], [-4.852, -4.196, -0.828], [-6.548, -5.513, -2.746], [-4.826, -5.854, -2.320], [-5.290, -4.814, -3.649], [-2.881, -0.854, -1.688], [-3.053, -2.574, -1.089], [-3.334, -1.161, 0.007], [6.338, -3.816, -4.790], [7.148, -3.907, -3.725], [6.768, -3.426, -2.363], [7.585, -3.440, -1.468], [5.399, -2.888, -2.229], [4.694, -2.672, -3.337], [5.022, -3.134, -4.676], [4.259, -2.928, -5.597], [6.683, -4.173, -5.752], [8.127, -4.365, -3.787], [5.066, -2.651, -1.227], [3.735, -2.167, -3.257], [-5.906, 3.337, -0.685], [-4.969, 2.446, -0.352], [-4.344, 2.324, 1.004], [-3.400, 1.613, 1.252], [-4.917, 3.261, 1.986], [-5.868, 4.151, 1.677], [-6.405, 4.332, 0.318], [-7.245, 5.143, -0.002], [-6.319, 3.311, -1.685], [-4.669, 1.663, -1.042], [-4.514, 3.279, 2.993], [-6.174, 4.886, 2.413]],
  "atomic_forces_ev_per_a": [[-0.30, -0.59, -0.08], [0.46, 0.04, -0.13], [-0.27, -0.13, 0.31], [0.21, -0.14, -0.35], [-0.18, 0.27, 0.23], [-0.06, 0.22, -0.18], [0.01, 0.01, 0.00], [0.09, 0.15, 0.13], [0.10, 0.05, 0.24], [-0.36, -0.78, 0.53], [0.40, 0.33, -0.68], [-0.23, 0.14, -0.05], [0.26, 0.09, -0.07], [0.03, 0.50, -0.11], [-0.33, -0.19, 0.22], [0.02, -0.08, 0.06], [-0.37, 0.00, -0.14], [-0.52, -0.42, 0.14], [1.50, 0.14, 0.56], [-0.36, -0.25, -0.34], [0.00, 0.14, -0.05], [0.21, 0.20, -0.03], [-0.17, -0.23, 0.14], [-0.11, 0.39, -0.23], [-0.67, 0.23, -0.19], [-1.44, -0.36, 1.47], [0.21, -0.30, -0.21], [1.10, -0.07, 0.47], [-1.04, 0.62, 0.45], [0.81, -0.14, -0.90], [-0.21, 0.57, -1.49], [0.49, -0.08, -0.12], [0.17, -0.14, 0.05], [-0.28, -0.21, 0.45], [-0.40, 0.09, -0.03], [0.10, -0.10, 0.10], [-0.03, 0.01, 0.43], [0.28, -0.03, -0.16], [0.25, -0.08, 0.10], [0.14, -0.25, -0.22], [-0.36, 0.03, 0.04], [0.06, 0.19, -1.03], [1.09, -0.29, 0.10], [-0.64, 0.55, 0.09], [0.06, -0.22, -0.32], [-1.62, -0.14, 1.51], [-0.07, 0.27, 0.28], [0.57, -0.03, -0.24], [0.48, -0.02, -0.03], [0.05, 0.00, -0.06], [-0.10, -0.18, 0.18], [0.29, -0.16, -0.38], [0.13, 0.13, -0.20], [0.37, 0.02, -0.29], [0.24, -0.03, -0.59], [-0.51, 0.01, 1.97], [0.64, 1.11, -0.83], [-0.99, -0.71, -0.11], [0.52, 0.73, -0.43], [-0.19, -0.34, 0.30], [0.95, -0.62, -0.28], [0.29, -0.34, 0.09], [-0.19, -0.32, -0.21], [-0.26, 0.39, 0.21], [0.07, -0.03, -0.23], [-0.06, 0.02, 0.21], [-0.04, -0.11, -0.20], [-0.28, 0.17, 0.04], [-0.17, 0.01, 0.12], [0.90, 0.49, -0.14], [-1.41, -0.39, 0.69], [-0.61, 0.54, 0.12], [0.96, -0.92, -0.12], [-0.98, 0.19, 0.33], [0.60, 0.20, 0.27], [-0.53, 0.31, -1.01], [0.55, 0.18, 0.32], [0.70, 0.11, -0.52], [-0.50, -0.28, -0.35], [-0.35, -0.05, 0.32], [0.02, 0.17, -0.25], [0.31, 0.09, -0.03], [-0.11, -0.31, 0.06], [0.47, -0.31, 0.25], [-0.43, 0.58, -0.23], [1.23, -2.23, -0.34], [-0.03, 0.81, 0.12], [-0.74, 0.11, 0.05], [1.15, 0.58, 0.51], [-0.59, -0.56, -1.36], [-0.49, 0.85, -0.46], [-0.36, -0.34, 0.10], [-0.15, -0.07, 0.04], [-0.27, -0.16, 0.13], [-0.04, 0.48, 0.61], [0.45, 0.25, 0.37], [0.27, 0.13, 0.26], [0.15, -0.43, 0.31], [-0.08, 0.10, 0.04], [-0.53, 0.21, 0.37], [0.05, 0.02, 0.26], [-0.09, 0.02, 0.66], [0.80, 0.19, -1.44], [0.20, 0.23, 1.36], [0.03, -1.12, 0.17], [0.21, 0.19, -0.40], [-0.08, 0.06, 0.01], [-0.40, -0.10, -0.65], [-0.08, 0.52, -0.45], [0.00, 0.09, -0.12], [0.32, 0.43, 0.21], [0.03, 0.07, 0.13], [-0.15, -0.10, -0.27], [-0.24, -0.48, 0.08], [0.43, -1.04, 0.85], [0.25, -0.26, -1.04], [0.39, 0.04, -0.11], [-0.36, 1.61, 0.39], [0.57, -1.22, -0.40], [-0.72, -0.34, -0.01], [-1.39, 0.75, 0.23], [-0.03, 0.37, -0.26], [0.04, 0.38, -0.01], [0.16, -0.37, 0.21], [-0.22, -0.16, 0.03], [0.27, 0.58, 0.21], [0.31, -0.31, -0.06], [0.08, 0.01, -0.04], [0.25, -0.05, 0.00], [0.58, 0.02, 0.18], [-0.40, -0.15, -0.30], [0.38, -0.12, -0.34], [-0.33, -0.03, 0.04], [0.39, -0.16, -0.16], [-1.25, 0.46, 1.36], [0.73, 0.04, -0.28], [0.21, -0.24, -0.15], [-0.26, 0.01, -0.10], [0.03, 0.05, -0.04], [-0.04, 0.26, -0.08], [-0.04, -0.10, -0.07], [0.58, -0.20, 0.41], [0.11, -0.96, -0.03], [-0.65, 1.21, -0.58], [0.13, -0.39, -0.21], [-0.35, 0.54, 0.67], [0.57, 0.53, 0.42], [-0.33, -0.99, -1.15], [0.24, 0.19, 0.49], [-0.20, 0.27, 0.06], [0.00, 0.14, -0.16], [0.11, -0.35, -0.04], [-0.19, -0.10, 0.00]],
  "smiles": "O=C1C=CC(=O)C=C1.O=C1C=CC(=O)C=C1.CCOS(C)(=O)=O.CCOS(C)(=O)=O.CCOS(C)(=O)=O.CCOS(C)(=O)=O.CCOS(C)(=O)=O.CCOS(C)(=O)=O.CCOS(C)(=O)=O.BrCCBr.BrCCBr.BrCCBr",
  "charge": 0,
  "homo_lumo_gap_ha": 0.29330,
  "energy_ha": -21643.86122,
  "e_homo_ev": -9.60
}